Record 1
{
  "formula": "C5H14",
  "method": "wB97M-V/def2-TZVPD",
  "elements": ["C", "H", "C", "H", "H", "H", "H", "C", "H", "H", "H", "C", "C", "H", "H", "H", "H", "H", "H"],
  "xyz": [[0.3754, 2.3528, -0.3517], [-1.6504, -2.4113, -1.6121], [-0.9087, -2.7896, -0.8990], [0.5150, 1.3259, -0.6946], [-1.0338, -3.8769, -0.9551], [0.5444, -1.2740, -1.0169], [-0.0035, 3.1369, 1.6583], [-0.2324, 2.2524, 1.0539], [-1.3243, 2.2818, 0.9827], [1.2589, -2.9091, -0.9533], [0.2116, 0.0901, 1.3328], [0.2924, 1.0606, 1.8380], [0.4830, -2.2937, -1.3961], [0.5161, -2.3236, -2.4820], [-0.3572, 0.8102, 2.6876], [1.3109, 1.2502, 2.1467], [1.3547, 2.8477, -0.3670], [-1.1272, -2.4350, 0.1063], [-0.2249, 2.9046, -1.0783]],
  "forces_ev_per_a": [[0.34, -0.08, 0.22], [-0.20, 0.21, 0.38], [0.28, -0.12, -1.09], [-0.01, 0.17, -0.40], [0.23, 0.02, 0.20], [0.47, 0.08, -0.33], [0.08, 0.15, -0.19], [-0.14, 0.53, -0.05], [0.05, -0.43, -0.01], [0.38, 0.08, -0.04], [0.38, 0.37, -0.55], [-1.06, -0.74, 0.11], [-1.34, -0.37, 0.90], [0.24, 0.07, -0.09], [0.29, 0.58, 0.40], [0.32, -0.18, 0.19], [0.02, -0.20, 0.22], [-0.07, -0.05, 0.03], [-0.25, -0.10, 0.10]],
  "homo_energy_ev": [1.5, -7.8],
  "e_tot_ha": -198.822343,
  "spin_multiplicity": 2,
  "charge": -1
}

---

Record 2
{
  "formula": "CH2N2O3",
  "method": "wB97M-V/def2-TZVPD",
  "elements": ["N", "N", "H", "O", "C", "O", "H", "O"],
  "xyz": [[0.6568, 1.8406, -1.1726], [1.0296, 1.8663, 0.0247], [-2.7528, -3.9347, 2.5828], [1.5575, 1.0955, 0.7567], [0.9813, 0.1774, -2.0741], [0.6441, 3.0472, 0.2267], [-3.2220, -3.3483, 2.3833], [1.1054, -0.7439, -2.7275]],
  "forces_ev_per_a": [[-1.10, 0.08, -3.31], [0.24, 0.33, 1.20], [-0.71, 0.89, -0.30], [0.48, -0.75, 0.61], [0.63, -1.93, -0.28], [0.10, 0.47, 0.82], [0.71, -0.89, 0.30], [-0.35, 1.79, 0.95]],
  "homo_energy_ev": -11.1,
  "e_tot_ha": -374.244058,
  "spin_multiplicity": 1
}

---

Record 3
{
  "formula": "C35H33Cl2N5O14S",
  "method": "wB97M-V/def2-TZVPD",
  "elements": ["H", "C", "H", "H", "C", "N", "H", "C", "C", "H", "O", "H", "O", "H", "C", "S", "H", "O", "H", "H", "C", "O", "C", "H", "H", "H", "H", "C", "C", "C", "C", "H", "H", "H", "O", "H", "C", "O", "O", "Cl", "Cl", "C", "O", "O", "C", "C", "C", "H", "O", "C", "H", "N", "C", "C", "H", "O", "C", "H", "O", "C", "C", "H", "C", "C", "H", "C", "N", "H", "H", "C", "H", "H", "C", "C", "H", "C", "C", "H", "N", "C", "H", "H", "O", "C", "C", "N", "O", "C", "H", "C"],
  "xyz": [[-10.9693, -3.8114, -0.2976], [-3.2197, -1.5272, 1.2812], [7.2995, 2.4962, -4.5741], [-4.2784, -1.4594, 1.4799], [1.7094, 2.2461, -3.3776], [4.8075, 4.6299, -1.8115], [-2.9781, 0.5914, 0.9903], [6.8386, 2.8502, -5.5180], [-6.3990, 0.2121, 4.4922], [-8.7413, -4.7798, -0.8097], [-6.2995, -4.8446, -0.6310], [-3.1370, -3.6574, 1.5216], [-6.4300, -2.0725, 4.2258], [-4.5140, -0.6852, 3.9975], [-0.0764, -6.0543, 6.4090], [9.4682, 4.6144, -7.0985], [13.1536, 2.6253, -4.9901], [4.7489, 4.9665, -0.6489], [1.7724, -5.1894, 5.7424], [-4.5922, 3.5773, 4.4568], [-2.5772, -2.7589, 1.3071], [-1.2202, -1.8521, 4.1683], [-9.0438, -1.7503, 1.5775], [0.8200, 2.3744, -1.4244], [-3.1426, -4.6667, 5.9786], [4.6298, 3.7063, -4.2696], [0.3980, -6.9293, 6.8333], [-10.1852, -2.2939, 1.0041], [-7.8017, -2.2895, 1.2957], [-1.1439, -0.4832, 0.7531], [-1.4562, -5.9139, 6.4805], [0.5814, -1.7377, 0.5801], [-2.0567, -6.6750, 6.9594], [7.7338, 4.7937, -5.1692], [-5.4362, -3.3728, 0.6821], [-9.1042, -0.9021, 2.2443], [11.8539, 2.1464, -6.6381], [10.0107, 3.2625, -7.8395], [-3.1358, -2.5749, 4.8252], [12.8387, 2.7901, -7.9745], [9.8243, 0.6969, -7.7639], [-6.4601, 2.5719, 4.7638], [7.8849, 4.2465, -7.1877], [-0.9764, 1.7999, 0.4623], [-0.4797, -1.6940, 0.7739], [-2.4998, -0.3769, 1.0067], [-5.1032, 2.6235, 4.4698], [2.6439, 3.7610, -0.4912], [-8.2926, -1.1098, 4.6903], [2.7780, 2.6128, -4.1871], [0.9152, 1.6329, -3.7833], [-0.3825, 0.7373, 0.4537], [-7.7222, -3.3690, 0.4376], [-5.0451, 0.2333, 4.2030], [-11.1565, -1.8723, 1.2256], [5.7141, 4.9313, -2.5701], [12.1676, 2.9025, -5.3541], [-0.7123, -3.7936, 1.0929], [9.7078, 5.6566, -8.0510], [-7.1233, 1.3552, 4.7763], [-10.0807, -3.3847, 0.1476], [6.2334, 4.8122, -6.1310], [1.6522, 2.6558, -2.0509], [-4.3982, 1.4590, 4.1924], [12.1392, 1.1037, -6.5328], [-2.0716, -4.7980, 5.9360], [-7.0941, -1.0860, 4.4785], [11.4191, 2.6791, -4.5918], [-6.9056, -1.8822, 1.7347], [2.6665, 3.4386, -1.5214], [12.1548, 3.9785, -5.5286], [9.7929, 2.2884, -6.0517], [-8.8408, -3.9343, -0.1449], [10.3539, 2.1936, -6.9843], [-7.0045, 3.4805, 4.9820], [7.1654, 4.2786, -5.9471], [0.0971, -3.9579, 5.2442], [0.6776, -3.1868, 4.7603], [-6.3834, -3.9117, 0.1366], [3.7901, 3.4013, -3.6678], [-3.3409, 1.5010, 3.9664], [-8.1778, 1.2897, 5.0001], [6.1201, 2.1412, -6.1614], [-1.2784, -3.8435, 5.3266], [3.7161, 3.7957, -2.3464], [-1.9263, -2.6624, 4.7315], [0.8035, 0.6270, 0.2053], [0.6980, -5.0784, 5.7948], [2.8268, 2.2888, -5.2178], [-1.2122, -2.8343, 1.0602]],
  "forces_ev_per_a": [[0.00, 0.00, 0.00], [0.13, 0.06, 0.05], [0.00, -0.01, -0.02], [-0.02, -0.04, -0.01], [0.02, 0.01, 0.01], [0.02, -0.03, 0.02], [0.03, 0.02, -0.03], [0.08, 0.09, 0.06], [0.02, 0.00, -0.01], [0.04, 0.01, 0.01], [-0.02, -0.05, -0.01], [-0.05, 0.02, -0.02], [-0.01, 0.04, 0.06], [0.00, -0.02, 0.04], [-0.01, 0.02, -0.01], [0.00, 0.08, 0.23], [0.01, 0.03, 0.03], [-0.01, 0.01, -0.02], [0.00, 0.00, 0.00], [0.00, 0.00, 0.00], [0.16, 0.08, 0.02], [0.04, 0.08, 0.06], [-0.05, 0.07, -0.04], [0.03, 0.01, 0.01], [0.01, 0.04, -0.03], [-0.03, 0.03, -0.01], [0.00, 0.00, 0.01], [0.09, -0.11, -0.05], [0.02, 0.09, 0.02], [-0.01, 0.00, 0.01], [0.03, 0.00, -0.01], [0.00, 0.04, -0.02], [0.00, 0.00, 0.00], [-0.01, 0.02, -0.01], [-0.11, -0.26, -0.16], [-0.11, -0.02, 0.02], [0.00, 0.01, 0.11], [0.25, 0.06, -0.06], [0.01, 0.02, 0.00], [0.07, -0.12, -0.07], [-0.04, -0.06, -0.05], [0.03, -0.01, -0.01], [-0.06, -0.01, 0.02], [-0.01, -0.02, -0.01], [0.03, -0.07, 0.03], [-0.12, 0.05, 0.04], [-0.01, -0.02, 0.00], [0.03, 0.02, -0.01], [0.07, 0.19, 0.09], [-0.05, 0.00, 0.07], [0.00, 0.00, 0.00], [0.03, 0.05, 0.01], [0.04, 0.05, 0.01], [0.03, 0.00, -0.03], [0.00, 0.00, 0.00], [0.01, -0.02, 0.01], [-0.13, 0.17, -0.17], [0.00, 0.00, -0.02], [-0.06, -0.08, -0.09], [-0.04, 0.07, 0.01], [0.00, 0.02, 0.03], [0.02, 0.04, 0.01], [0.00, 0.09, -0.15], [-0.01, 0.03, 0.00], [-0.06, -0.04, 0.01], [-0.04, -0.06, 0.04], [0.00, -0.27, -0.10], [0.10, -0.11, 0.08], [0.05, -0.04, -0.02], [-0.05, -0.03, 0.07], [0.00, 0.02, 0.01], [-0.01, -0.21, 0.03], [-0.06, -0.04, -0.04], [-0.04, 0.25, -0.03], [0.00, 0.00, 0.00], [-0.02, -0.04, 0.02], [0.07, -0.01, 0.00], [-0.04, 0.02, -0.01], [-0.10, 0.17, 0.12], [0.00, -0.07, -0.13], [0.00, -0.01, 0.00], [0.01, -0.05, -0.01], [-0.06, -0.07, -0.03], [0.00, -0.01, -0.01], [0.04, 0.04, -0.01], [-0.07, 0.01, -0.08], [-0.04, -0.10, 0.10], [-0.02, -0.02, 0.01], [0.01, 0.00, 0.00], [-0.03, -0.10, 0.01]],
  "homo_energy_ev": -9.9,
  "e_tot_ha": -3998.730127,
  "spin_multiplicity": 1
}

---

Looking at energy relative to the best compared isomer or geometry (same formula, charge and spin) for the records above, in order, we have 0.2774 6.3966 0.0462 eV.